[1]
Formula: C6H12N2
Source: OMol25
Level of theory: ωB97M-V with the def2-TZVPD basis set

```
! wB97M-V def2-TZVPD RIJCOSX def2/J DEFGRID3
* xyz 0 1
C 1.54671 -0.61234 -0.54059
C -1.19945 0.53632 0.27970
C 1.84063 0.37574 -1.64132
C -2.27387 0.22902 1.31164
C 0.28969 0.29839 0.96434
C -0.29855 -2.10217 -0.76112
N 0.82996 -1.69487 -0.87950
N 0.92170 1.27618 1.50461
H 2.39654 -0.83482 0.09500
H 0.88746 2.13045 0.94355
H 0.27060 -0.60359 1.57808
H -0.73294 -2.98743 -1.19929
H -1.18604 1.59878 0.01564
H -1.43096 0.03845 -0.66547
H 2.07243 1.34765 -1.20532
H 2.70754 0.06078 -2.22576
H 0.97961 0.49365 -2.29386
H -2.04945 0.74311 2.24196
H -2.31395 -0.83619 1.52048
H -3.25767 0.54289 0.95726
*
```

Results
Relative energy (zero: lowest compared OMol25 entry of this formula, charge and spin) (kcal/mol): 113.1

Here are the natural (NBO) charges for atoms 1 to 4, given in e: atom 1 (C): -0.014, atom 2 (C): -0.448, atom 3 (C): -0.647, atom 4 (C): -0.610

---

[2]
Formula: C41H53As2Br2N4OS3Sn
Source: OMol25
Level of theory: ωB97M-V with the def2-TZVPD basis set

```
! wB97M-V def2-TZVPD RIJCOSX def2/J DEFGRID3
* xyz 3 1
Sn -0.04098 0.16325 -0.25578
Br -5.20456 -0.19958 -0.27231
C -4.13245 -0.32554 1.25374
C -4.68512 -0.51811 2.50719
C -3.87652 -0.61382 3.62924
Br -4.67152 -0.96039 5.28545
C -2.45044 -0.48432 3.52506
C -1.55878 -0.54062 4.60856
C -0.21054 -0.37709 4.39121
C 0.24714 -0.15740 3.09278
N -0.57492 -0.11898 2.05632
C -1.89789 -0.27623 2.25266
C -2.72547 -0.23104 1.07150
O -2.19657 -0.11425 -0.07924
H -5.75929 -0.59649 2.60634
H -1.93711 -0.70010 5.60933
H 0.49399 -0.41739 5.20950
H 1.29944 -0.00950 2.87503
C 5.50008 -0.08681 1.07102
C 5.38534 -0.02166 -0.45920
S 3.66283 0.04296 -1.07283
C 3.39312 1.82254 -1.32177
C 3.64129 2.66799 -0.08672
S 2.77808 2.03101 1.38655
C 3.83695 2.71876 2.70629
C 4.95462 1.77073 3.12997
S 6.18430 1.43564 1.82424
H 6.17343 -0.89414 1.35680
H 4.52764 -0.26916 1.52002
H 5.80276 -0.92334 -0.90418
H 5.91125 0.83623 -0.87763
H 2.35150 1.89438 -1.65143
H 4.03894 2.16349 -2.13122
H 3.29661 3.68748 -0.26861
H 4.69952 2.68263 0.16436
H 3.17848 2.91916 3.55324
H 4.23408 3.66393 2.33936
H 4.55132 0.81350 3.45786
H 5.51511 2.22036 3.95025
C -1.03646 4.52471 -1.45617
C -0.89187 3.16984 -1.27127
N -0.44879 2.63888 -0.12042
C -0.22855 3.45611 0.91358
C -0.37801 4.84557 0.82953
C -0.74515 5.37534 -0.40252
C -0.10369 5.77088 1.95082
C -0.62130 5.80881 3.18605
C -1.74680 5.02953 3.72430
C -1.94988 4.92703 5.10244
C -3.03242 4.17373 5.52262
N -3.86804 3.60585 4.66208
C -3.63963 3.81139 3.37361
N -2.61626 4.47315 2.87501
H -1.36135 4.91358 -2.41060
H -1.11768 2.46870 -2.06682
H 0.12804 2.99844 1.82444
H -0.82577 6.44762 -0.52552
H 0.60186 6.55516 1.69912
H -0.23320 6.55414 3.86925
H -1.28827 5.41090 5.80684
H -3.24439 4.02439 6.57615
H -4.35179 3.39610 2.66604
C -1.62930 -5.05690 -1.62695
C -0.22423 -4.81875 -1.08261
As 0.03272 -3.10374 -0.11205
C -0.46266 -3.65579 1.71561
C -1.97153 -3.80996 1.89567
C 2.00570 -3.07627 0.02075
C 2.64523 -4.28037 0.70583
H -1.64967 -5.97720 -2.21136
H -1.95807 -4.24403 -2.27656
H -2.36128 -5.16207 -0.82869
H 0.51067 -4.83097 -1.89094
H 0.04152 -5.60769 -0.37759
H -0.06373 -2.91773 2.41531
H 0.03401 -4.60542 1.91818
H -2.50239 -2.88411 1.65905
H -2.20932 -4.08752 2.92284
H -2.36366 -4.59154 1.24733
H 2.27566 -2.15423 0.54495
H 2.38812 -2.97980 -0.99863
H 2.39545 -4.31980 1.76547
H 3.73060 -4.21780 0.62575
H 2.33684 -5.21449 0.23650
C -0.65670 1.03948 -5.33715
As -0.46435 0.11685 -3.61821
C 1.17895 -0.87624 -3.98443
C -1.90875 -1.30077 -3.66810
C -1.72349 -2.13610 -4.85009
C -2.41294 -1.83643 -6.04952
C -2.34909 -2.69793 -7.11647
C -1.55355 -3.84870 -7.04085
C -0.81569 -4.12711 -5.87992
C -0.88763 -3.27649 -4.80662
H -0.52774 0.33821 -6.15959
H 0.11685 1.80343 -5.41081
H -1.62826 1.52418 -5.41685
H 1.08985 -1.47807 -4.88592
H 1.43905 -1.51076 -3.13678
H 1.98528 -0.15743 -4.12958
H -2.85519 -0.76165 -3.67702
H -1.81220 -1.84660 -2.72918
H -3.02831 -0.94705 -6.10606
H -2.91249 -2.48943 -8.01545
H -1.49564 -4.52005 -7.88729
H -0.19108 -5.00873 -5.83774
H -0.32383 -3.48439 -3.90565
*
```

Results
Calculated total energy (eV): -351459.163

Here are the natural (NBO) charges for atoms 1 to 4, given in e: atom 1 (Sn): 1.397, atom 2 (Br): 0.227, atom 3 (C): -0.077, atom 4 (C): -0.256

---

[3]
Formula: CH2N4O3
Source: OMol25
Level of theory: ωB97M-V with the def2-TZVPD basis set

```
! wB97M-V def2-TZVPD RIJCOSX def2/J DEFGRID3
* xyz 0 1
C -1.88350 -0.74832 0.15951
N -1.20597 -0.72702 -0.85374
N -2.57274 -1.05215 1.09946
N 0.59029 0.16202 0.17735
N 1.72849 0.62368 0.27250
O 2.23685 0.89666 1.32241
O 2.50944 0.87144 -0.86206
O 0.03477 -0.16398 -1.05016
H -3.41919 -0.61257 1.40371
H 1.98155 0.75024 -1.66899
*
```

Results
SMILES: N=C=NO/N=[N+](/[O-])O
Relative energy (zero: lowest compared OMol25 entry of this formula, charge and spin) (kcal/mol): 75.4

Here are the natural (NBO) charges for atoms 1 to 4, given in e: atom 1 (C): 0.601, atom 2 (N): -0.231, atom 3 (N): -0.643, atom 4 (N): -0.051

---

[4]
Formula: C40H30ClF5O2SSb2Tc
Source: OMol25
Level of theory: ωB97M-V with the def2-TZVPD basis set

```
! wB97M-V def2-TZVPD RIJCOSX def2/J DEFGRID3
* xyz 2 4
Tc -0.80978 0.63666 0.41650
Cl -7.57835 -0.89672 2.87129
C -6.09455 -0.61228 2.04539
C -6.08173 -0.54201 0.64511
C -4.91040 -0.32530 -0.05186
C -3.71844 -0.16126 0.63406
O -2.58873 0.02120 -0.07809
C -3.72217 -0.21616 2.03934
C -2.55294 -0.03734 2.81708
O -1.41902 0.30735 2.40466
C -4.92946 -0.45489 2.73692
H -7.01464 -0.66299 0.10823
H -4.90220 -0.27731 -1.13298
H -2.62916 -0.20884 3.89448
H -4.92741 -0.49466 3.82068
F -1.62085 7.14105 2.36162
C -1.06181 6.01693 1.95935
C -1.85298 4.92362 1.64684
F -3.17312 4.99559 1.74435
C -1.23617 3.77008 1.22480
F -2.04079 2.71799 0.85608
C 0.13498 3.63363 1.12060
S 0.94584 2.14803 0.61682
C 0.90056 4.74799 1.43055
F 2.22309 4.68311 1.33568
C 0.31527 5.92959 1.84381
F 1.06531 6.97652 2.13242
C 0.03617 -2.93547 0.47365
C 0.32222 -3.12412 -1.02227
C -0.56952 -2.31411 -1.96767
Sb -0.22710 -0.21531 -2.05294
C 1.68848 -0.03771 -2.86244
C 2.33802 1.19548 -2.80383
C 3.59275 1.33566 -3.38223
C 4.19033 0.25141 -4.01479
C 3.53635 -0.97210 -4.07905
C 2.28066 -1.12119 -3.50438
C -1.51022 0.42789 -3.56431
C -2.53976 1.32921 -3.30417
C -3.35365 1.74384 -4.35007
C -3.13413 1.26076 -5.63426
C -2.10130 0.36467 -5.88450
C -1.27671 -0.05402 -4.84939
Sb 0.97354 -1.17958 1.23456
C 1.03772 -1.25025 3.30944
C 1.86911 -0.34090 3.95400
C 1.98220 -0.39935 5.33582
C 1.28684 -1.36707 6.05064
C 0.46024 -2.27190 5.39649
C 0.32079 -2.20961 4.01610
C 2.97418 -1.54678 0.73092
C 3.47929 -2.67310 1.38162
C 4.77512 -3.08254 1.10329
C 5.55302 -2.36663 0.20114
C 5.04710 -1.23418 -0.41931
C 3.74850 -0.81436 -0.16059
H 0.46096 -3.75776 1.05148
H -1.03413 -2.89088 0.68220
H 0.15870 -4.18081 -1.24480
H 1.37868 -2.93802 -1.23333
H -1.62486 -2.42405 -1.71179
H -0.45547 -2.65977 -2.99561
H 1.87831 2.04600 -2.31497
H 4.10061 2.29080 -3.34450
H 5.16765 0.36376 -4.46820
H 4.00094 -1.81115 -4.58057
H 1.78051 -2.08099 -3.56405
H -2.71468 1.70557 -2.30337
H -4.15520 2.44742 -4.16407
H -3.76854 1.58887 -6.44805
H -1.93283 -0.00462 -6.88771
H -0.46027 -0.73784 -5.05655
H 2.43663 0.39628 3.39881
H 2.61786 0.30767 5.85302
H 1.39692 -1.42266 7.12549
H -0.06718 -3.03300 5.95756
H -0.33461 -2.90999 3.51059
H 2.88896 -3.22361 2.10733
H 5.17970 -3.95301 1.60224
H 6.56548 -2.68835 -0.00701
H 5.66302 -0.66686 -1.10457
H 3.37223 0.07874 -0.63476
*
```

Results
Expectation value of S²: 3.80
Relative energy (zero: lowest compared OMol25 entry of this formula, charge and spin) (kcal/mol): 0.0

Here are the Mulliken charges for atoms 1 to 4, given in e: atom 1 (Tc): -0.344, atom 2 (Cl): -0.163, atom 3 (C): -0.049, atom 4 (C): -0.606

---

| no. | largest force on an atom (eV/Å) |
| --- | --- |
| 1 | 3.30 |
| 2 | 0.88 |
| 3 | 3.31 |
| 4 | 0.81 |